A:
Computed, not measured: 2 unconnected molecules or ions with the total composition CHBrCl2, with ωB97M-V with the def2-TZVPD basis set.

CARTESIAN COORDINATES (ANGSTROEM)
C1 -0.254 0.140 -0.176
Cl1 -0.151 -1.052 -1.338
Cl2 1.181 -0.786 1.765
Br1 0.486 1.742 -0.416
H1 -1.262 -0.043 0.166

Results
- charge = 0
- Kohn-Sham gap (alpha / beta) (eV) = 7.860 / 7.862
- E_HOMO (alpha / beta) (eV) = -9.99 / -9.99


B:
Computed, not measured: 2 unconnected molecules or ions with the total composition CHBrCl2, with ωB97M-V with the def2-TZVPD basis set.

CARTESIAN COORDINATES (ANGSTROEM)
C1 -0.355 -0.115 0.304
Cl1 -1.660 0.700 -0.360
Cl2 -0.457 -1.877 0.425
Br1 2.114 0.857 -1.364
H1 0.358 0.436 0.994

Results
- charge = 0
- Kohn-Sham gap (alpha / beta) (eV) = 8.944 / 5.947
- E_HOMO (alpha / beta) (eV) = -10.39 / -9.07


On energetic grounds, A is preferred over the next structure by 0.125 eV.


A:
Computed, not measured: 3 unconnected molecules or ions with the total composition C6H16O2, with ωB97M-V with the def2-TZVPD basis set.

CARTESIAN COORDINATES (ANGSTROEM)
C1 1.619 0.062 -1.882
C2 0.372 -0.830 -1.736
C3 -0.902 0.102 -1.464
C4 -0.991 0.655 -0.126
C5 -0.878 2.002 0.126
C6 -0.801 2.485 1.541
H1 1.793 0.320 -2.918
H2 2.545 -0.455 -1.602
H3 1.648 0.957 -1.252
H4 0.615 -1.552 -0.958
H5 0.077 -1.351 -2.638
H6 -1.787 -0.551 -1.577
H7 -0.805 0.795 -2.302
H8 -1.108 -0.117 0.629
H9 -1.096 2.667 -0.696
H10 -0.445 1.662 2.149
H11 -1.715 2.959 1.861
H12 0.046 3.191 1.462
H13 2.533 -1.756 1.055
H14 2.133 -2.297 2.348
O1 2.128 -2.544 1.426
H15 -1.968 -1.427 1.968
H16 -1.100 -2.601 2.549
O2 -1.910 -2.376 2.036

Results
- multiplicity = 2
- charge = +1
- Kohn-Sham gap (alpha / beta) (eV) = 10.099 / 6.196
- E_HOMO (alpha / beta) (eV) = -14.67 / -14.66


B:
Computed, not measured: 2 unconnected molecules or ions with the total composition C6H16O2, with ωB97M-V with the def2-TZVPD basis set.

CARTESIAN COORDINATES (ANGSTROEM)
C1 -1.909 0.409 2.380
O1 -2.910 -0.443 1.914
C2 -0.731 -0.033 1.478
C3 -0.620 0.685 0.102
C4 0.624 0.418 -0.783
C5 1.081 1.664 -1.533
C6 1.834 -0.070 0.020
H1 -1.934 0.173 3.465
H2 -2.203 1.444 2.137
H3 -3.678 -0.084 1.407
H4 -0.808 -1.084 1.256
H5 0.235 0.175 1.975
H6 -1.506 0.329 -0.446
H7 -0.698 1.776 0.206
H8 0.353 -0.259 -1.614
H9 2.168 1.777 -1.563
H10 0.847 2.553 -0.924
H11 0.733 1.867 -2.557
H12 1.622 -0.867 0.708
H13 2.481 0.622 0.571
H14 2.603 -0.479 -0.649
H15 -0.009 -3.592 -2.478
H16 1.574 -3.618 -2.241
O2 0.851 -3.363 -2.831

Results
- multiplicity = 2
- charge = +1
- Kohn-Sham gap (alpha / beta) (eV) = 10.138 / 3.942
- E_HOMO (alpha / beta) (eV) = -13.91 / -13.91


On energetic grounds, A is preferred over the next structure by 1.281 eV.


A:
Computed, not measured: a gas-phase ion, H2NO2S (charge -1), with ωB97M-V with the def2-TZVPD basis set.

CARTESIAN COORDINATES (ANGSTROEM)
N1 -0.247 -0.262 0.988
O1 1.107 1.009 -0.741
O2 -0.475 -0.784 -1.617
S1 0.575 -0.468 -0.561
H1 0.185 0.574 1.215
H2 -1.145 -0.069 0.715

Results
- charge = -1
- Kohn-Sham gap (eV) = 7.872
- E_HOMO (eV) = -3.49


B:
Computed, not measured: 2 unconnected molecules or ions with the total composition H2NO2S, with ωB97M-V with the def2-TZVPD basis set.

CARTESIAN COORDINATES (ANGSTROEM)
N1 0.283 -1.221 -0.895
O1 0.716 1.322 -0.455
O2 1.529 -0.434 1.126
S1 0.557 -0.041 0.070
H1 -0.495 -0.912 -1.497
H2 -2.589 1.286 1.650

Results
- charge = -1
- Kohn-Sham gap (alpha / beta) (eV) = 8.736 / 5.269
- E_HOMO (alpha / beta) (eV) = -4.55 / -2.46


On energetic grounds, A is preferred over the next structure by 3.698 eV.